1.
10
Properties=species:S:1:pos:R:3:forces:R:3 method="wB97M-V/def2-TZVPD" total_energy_ev=-52892.3880 spin_multiplicity=2 s2=0.75 orbital_gap_ev="10.777 / 7.259" e_homo_ev="-21.53 / -21.35" total_charge=+2
O 0.873 1.557 -0.121 0.56 -0.41 0.44
O 1.465 -1.470 -0.320 4.16 1.89 1.34
C -0.280 1.303 0.181 -0.88 0.25 -0.79
C -0.837 -0.081 0.140 -0.45 1.00 2.21
H -1.003 2.116 0.362 0.20 0.00 0.18
H -1.690 -0.129 -0.554 0.30 -0.14 -0.20
H -1.195 -0.372 1.141 -0.07 0.25 -0.01
Cu 2.251 0.228 -0.098 1.11 0.01 -0.32
O 0.145 -0.997 -0.282 -3.09 -5.15 -3.09
H 0.271 -2.156 -0.449 -1.83 2.30 0.24

2.
18
Properties=species:S:1:pos:R:3:forces:R:3 method="wB97M-V/def2-TZVPD" total_energy_ev=-74999.3655 spin_multiplicity=6 s2=8.76 orbital_gap_ev="6.117 / 7.477" e_homo_ev="-8.58 / -10.01"
N -0.455 0.705 -0.148 -2.98 0.99 3.12
S 0.824 1.090 -1.250 3.45 -1.68 2.28
O 1.898 0.911 -0.080 0.15 0.80 -3.83
O 1.096 -0.132 -2.110 -1.43 1.71 -0.15
S -0.953 -0.803 0.209 1.70 -3.22 2.12
O 0.392 -1.475 0.190 -0.66 -0.33 -1.93
O -1.506 -1.750 1.195 -1.51 2.48 0.77
C -2.696 -0.440 -0.453 -0.89 -0.75 -1.78
F -3.299 0.424 0.341 0.58 0.45 0.50
F -2.630 0.051 -1.676 0.40 0.79 -0.63
F -3.492 -1.486 -0.550 0.33 -0.82 0.48
Mn 2.169 -1.108 -0.649 0.79 -0.13 0.22
O 3.598 -2.212 -0.697 1.13 -0.80 0.05
H 4.475 -2.021 -0.367 0.07 -0.09 -0.05
C 0.209 1.868 1.191 -1.34 0.47 0.57
H -0.614 2.529 0.872 2.20 1.27 -2.03
H 0.967 1.423 1.858 1.19 0.18 -2.37
H 0.017 2.427 2.123 -3.17 -1.31 2.67

3.
12
Properties=species:S:1:pos:R:3:forces:R:3 method="wB97M-V/def2-TZVPD" total_energy_ev=-15985.4824 orbital_gap_ev="8.911 / 8.912" e_homo_ev="-8.19 / -8.19"
C 1.563 -0.843 0.091 -3.69 0.42 0.04
C -0.899 -0.692 -0.011 3.86 -0.28 0.20
N -0.761 1.710 0.063 0.17 0.15 0.35
N -1.167 0.535 -0.578 -0.53 -0.46 -0.30
F 1.979 -0.182 -1.008 0.14 -0.09 0.06
F 1.927 -0.150 1.189 0.27 -0.11 -0.05
F -1.271 -1.741 -0.737 -0.19 0.49 0.05
F -1.265 -0.838 1.260 -0.13 0.27 -0.39
H 1.887 -1.877 0.119 0.30 -0.01 -0.04
H -1.245 1.792 0.953 0.04 -0.03 -0.26
H 0.245 1.718 0.238 -0.13 -0.23 0.01
H -0.994 0.569 -1.579 -0.12 -0.11 0.34

4.
12
Properties=species:S:1:pos:R:3:forces:R:3 method="wB97M-V/def2-TZVPD" total_energy_ev=-28767.7085 orbital_gap_ev="10.364 / 5.096" e_homo_ev="-10.59 / -7.18"
C 1.282 0.631 1.349 1.64 -0.71 0.27
C -0.398 -0.134 -1.135 1.41 -3.58 3.03
F 0.602 -2.171 0.346 -0.01 0.51 0.94
F 2.500 -0.988 -0.506 0.62 0.48 -0.40
F -2.212 1.965 0.116 0.93 -0.39 0.34
F -3.013 -0.417 0.300 1.35 0.10 0.01
Si 1.094 -0.646 0.126 -2.29 -1.08 -1.89
Si -1.974 0.511 -0.547 -3.00 0.86 -1.33
H 0.501 1.270 1.614 -1.12 0.94 0.50
H 2.280 0.886 1.705 -0.29 0.05 0.06
H 0.077 0.299 -1.949 0.24 1.23 -1.66
H -0.739 -1.207 -1.419 0.52 1.60 0.13

5.
9
Properties=species:S:1:pos:R:3:forces:R:3 method="wB97M-V/def2-TZVPD" total_energy_ev=-15001.1244 orbital_gap_ev="7.826 / 4.769" e_homo_ev="-8.54 / -7.50"
C 0.250 0.474 0.031 -0.36 2.78 2.92
C -0.711 -1.699 -0.142 -0.44 1.44 1.30
O -0.895 -0.382 -0.136 -0.16 -2.26 -0.61
F 0.396 -2.148 -0.657 0.03 -0.09 -0.05
I 0.120 -0.961 3.553 -0.12 -0.22 -0.69
H 1.054 -0.074 0.550 -0.41 0.34 -0.22
H -0.146 1.388 0.746 0.91 -2.67 -1.42
H 0.608 1.051 -0.816 -0.29 -0.84 -0.78
H -1.498 -2.477 0.100 0.84 1.52 -0.44

6.
9
Properties=species:S:1:pos:R:3:forces:R:3 method="wB97M-V/def2-TZVPD" total_energy_ev=-8389.0570 orbital_gap_ev="8.314 / 8.465" e_homo_ev="-10.92 / -11.08"
C -1.257 1.336 -0.397 -1.27 -0.31 -1.20
C 0.329 -0.526 0.162 1.94 -1.79 -0.36
N -0.071 0.801 -0.087 2.74 1.23 2.14
O -1.977 0.720 -1.160 0.09 -0.77 0.11
F 0.818 1.786 1.468 -1.36 -1.09 -1.93
H -1.505 2.358 -0.229 0.51 0.98 1.05
H -0.547 -1.215 0.166 0.68 0.40 0.02
H 1.172 -0.866 -0.635 -2.12 0.84 1.59
H 0.918 -0.621 1.156 -1.22 0.51 -1.43

7.
11
Properties=species:S:1:pos:R:3:forces:R:3 method="wB97M-V/def2-TZVPD" total_energy_ev=-12485.9134 orbital_gap_ev=10.570 e_homo_ev=-10.28 smiles="CC(=O)F.O=NO"
C 0.394 -0.747 -0.672 0.28 0.93 2.05
C -0.655 -1.257 0.331 0.86 1.30 -2.57
O -1.011 -0.733 1.318 -0.36 -0.63 0.83
F -1.169 -2.380 -0.142 -0.76 -1.13 0.28
H 1.072 -1.609 -0.871 -0.14 1.12 -0.02
H 0.062 -0.216 -1.567 -0.65 -0.90 -0.11
H 0.778 0.138 -0.094 0.73 -1.18 -0.51
O 0.225 3.494 2.341 -0.86 -1.98 -0.62
N 0.127 2.322 2.517 0.96 1.13 0.99
O -1.023 1.722 2.030 -0.25 2.46 -0.45
H -1.170 1.022 2.657 0.19 -1.12 0.13

8.
11
Properties=species:S:1:pos:R:3:forces:R:3 method="wB97M-V/def2-TZVPD" total_energy_ev=-12485.8696 orbital_gap_ev=11.292 e_homo_ev=-11.14 smiles="C[C@](O)(F)[N+](=O)[O-]"
C -0.919 -0.034 -0.610 -2.32 -0.08 -0.60
C 0.122 0.434 0.311 0.58 -0.84 0.80
O -0.073 0.249 1.645 -0.23 0.07 0.46
F 0.343 1.735 0.071 0.16 0.14 0.28
N 1.398 -0.323 -0.115 0.09 0.58 -1.24
O 2.031 0.132 -1.053 -0.10 -0.15 0.77
O 1.511 -1.409 0.374 0.50 -0.75 0.48
H -0.611 0.212 -1.623 -0.34 0.52 -0.01
H -1.276 -1.069 -0.683 0.89 -0.08 0.77
H -1.804 0.509 -0.223 0.18 0.11 -0.94
H -0.722 -0.437 1.905 0.59 0.48 -0.77

9.
11
Properties=species:S:1:pos:R:3:forces:R:3 method="wB97M-V/def2-TZVPD" total_energy_ev=-12485.8576 orbital_gap_ev=11.319 e_homo_ev=-11.31 smiles="C[C@](O)(F)[N+](=O)[O-]"
C 0.658 -0.108 -0.140 -1.02 4.02 -0.79
C -0.002 0.532 1.092 0.18 -0.50 -0.79
O -1.343 0.548 1.147 -1.96 -2.60 0.18
F 0.278 1.813 1.256 1.48 1.04 -0.42
N 0.548 -0.177 2.310 -0.21 0.32 1.80
O 1.440 0.328 2.946 0.24 -0.14 -0.50
O -0.063 -1.173 2.627 -0.06 -0.76 -0.17
H 0.236 0.535 -0.993 1.02 -0.84 1.01
H 1.722 -0.049 -0.065 0.73 0.38 -0.06
H 0.417 -1.076 -0.381 -1.01 -2.42 0.09
H -1.684 -0.376 1.353 0.62 1.51 -0.36

10.
10
Properties=species:S:1:pos:R:3:forces:R:3 method="wB97M-V/def2-TZVPD" total_energy_ev=-28015.3012 orbital_gap_ev=9.274 e_homo_ev=-8.81 smiles="FCC(=S)NS"
F -0.117 1.523 1.953 0.32 -1.79 1.05
C 0.084 0.037 1.944 -2.88 1.29 -0.86
C 0.013 -0.332 0.372 1.48 -1.38 3.87
S 0.560 -1.858 -0.110 -1.07 1.40 0.10
N -0.280 0.757 -0.259 -0.09 -1.22 -2.50
S -0.372 0.752 -1.953 -0.45 -1.48 -0.37
H -0.764 -0.378 2.665 1.96 0.65 -1.90
H 1.076 -0.103 2.286 0.79 -0.34 0.50
H -0.290 1.594 0.248 -0.39 1.40 0.71
H -0.608 -0.657 -1.856 0.34 1.47 -0.61

11.
10
Properties=species:S:1:pos:R:3:forces:R:3 method="wB97M-V/def2-TZVPD" total_energy_ev=-28016.1736 orbital_gap_ev=9.247 e_homo_ev=-8.93 smiles="FCC(=S)NS"
F 0.600 -0.858 1.853 -0.02 0.02 -0.18
C 0.283 -1.267 0.560 -0.61 -1.19 0.30
C -0.111 -0.158 -0.334 0.12 0.87 -0.50
S -0.447 -0.497 -1.923 -0.10 0.18 0.41
N -0.077 1.036 0.254 -0.75 0.90 -1.24
S -0.593 2.534 -0.578 0.58 -1.07 1.36
H 1.124 -1.777 0.119 0.43 -0.17 0.06
H -0.563 -1.981 0.597 0.42 0.33 0.19
H 0.282 1.072 1.193 -0.07 0.29 0.21
H -0.498 1.896 -1.740 0.00 -0.17 -0.61

12.
10
Properties=species:S:1:pos:R:3:forces:R:3 method="wB97M-V/def2-TZVPD" total_energy_ev=-12449.1118 orbital_gap_ev=8.289 e_homo_ev=-9.30
O 0.584 0.852 -1.132 -3.06 5.36 0.46
C -0.198 0.928 -0.157 6.00 -2.62 1.37
C -1.059 -0.319 -0.068 -2.67 1.23 0.63
O -0.411 -1.427 -0.556 -5.66 -1.31 0.55
H 0.566 1.091 0.905 -2.78 1.04 -2.24
H -1.994 -0.064 -0.618 0.15 -0.45 0.06
H -1.356 -0.376 1.005 0.22 -0.42 -0.49
Hg 1.378 -1.047 -0.975 4.12 -3.98 -3.75
O 2.389 -0.599 0.532 3.52 1.17 3.38
H 3.342 -0.515 0.565 0.16 0.00 0.04

13.
9
Properties=species:S:1:pos:R:3:forces:R:3 method="wB97M-V/def2-TZVPD" total_energy_ev=-20383.1320 orbital_gap_ev="7.851 / 7.289" e_homo_ev="-8.75 / -7.91"
C -1.750 0.520 -0.858 -1.88 -1.33 -1.35
C 1.159 -0.204 0.411 0.82 -0.35 -2.65
O 0.739 -0.184 1.626 -0.58 0.69 1.30
I 2.098 1.632 -0.261 -0.07 -0.62 0.18
I 1.931 -2.141 -0.315 -0.23 1.11 0.42
H -0.902 0.891 -0.365 0.72 0.61 0.33
H -2.057 0.774 -1.895 0.61 0.12 1.00
H -2.279 -0.363 -0.463 0.44 0.64 0.01
H 1.062 -0.926 2.119 0.18 -0.87 0.76

14.
9
Properties=species:S:1:pos:R:3:forces:R:3 method="wB97M-V/def2-TZVPD" total_energy_ev=-20384.5395 orbital_gap_ev=8.362 e_homo_ev=-8.76
C 1.076 -0.183 -0.774 -2.59 -2.22 3.33
C -0.744 -0.020 0.319 4.08 1.04 -1.28
O -0.475 -0.065 1.638 0.27 2.42 2.74
I -1.807 -1.717 -0.270 -0.44 -0.13 -0.10
I -1.531 1.962 -0.235 0.06 -0.72 -0.02
H 1.925 0.219 -0.275 0.17 0.92 0.29
H 1.220 -1.242 -0.972 -0.15 -0.24 0.50
H 0.633 0.187 -1.597 -0.71 2.08 -2.88
H -0.297 0.860 2.165 -0.70 -3.15 -2.58

15.
10
Properties=species:S:1:pos:R:3:forces:R:3 method="wB97M-V/def2-TZVPD" total_energy_ev=-15258.0580 orbital_gap_ev=8.620 e_homo_ev=-13.91 total_charge=+1 smiles="[NH2+]=C/N=C/OI"
N 1.498 1.344 -0.656 -0.38 -1.23 -0.74
C 0.334 1.187 -0.114 -0.72 2.18 2.33
N -0.303 0.135 0.255 -1.02 -1.70 -1.57
C -1.101 -0.882 0.166 -0.96 0.28 0.38
O -0.733 -1.939 0.815 0.91 0.31 0.31
I -1.479 -3.737 1.223 -0.49 0.09 -0.20
H 2.074 2.148 -0.675 -0.14 1.06 0.07
H 1.863 0.539 -1.044 1.52 -1.87 -1.08
H 0.030 2.134 0.295 -0.79 0.35 0.41
H -2.181 -0.930 -0.266 2.07 0.52 0.08

16.
11
Properties=species:S:1:pos:R:3:forces:R:3 method="wB97M-V/def2-TZVPD" total_energy_ev=-17867.2774 orbital_gap_ev=8.910 e_homo_ev=-9.76
C 0.456 0.650 -0.556 -0.58 -3.98 -0.36
C -0.455 -1.059 0.317 1.47 2.84 -0.66
N -0.090 1.695 0.178 -0.14 0.32 0.44
O 0.199 1.699 1.379 0.07 0.35 0.37
O -0.849 2.473 -0.352 -0.28 0.29 0.03
O -0.951 -0.585 1.443 -0.30 -0.05 0.75
I 1.077 -2.542 0.501 -0.11 0.17 -0.15
H 0.156 0.609 -1.596 0.05 0.35 0.09
H 1.487 0.413 -0.341 0.01 0.28 0.18
H -1.222 -1.350 -0.390 0.07 -0.08 -0.07
H -0.360 0.073 1.910 -0.26 -0.49 -0.62

17.
9
Properties=species:S:1:pos:R:3:forces:R:3 method="wB97M-V/def2-TZVPD" total_energy_ev=-22561.1016 orbital_gap_ev="6.628 / 6.669" e_homo_ev="-8.28 / -8.29"
C -0.734 0.289 -0.418 0.02 1.54 0.76
C -0.902 -0.602 0.559 0.04 -3.97 0.20
N 0.080 1.206 0.102 1.64 3.46 -0.25
S 1.781 -1.716 -0.590 -0.17 0.43 0.49
I 2.335 0.316 0.300 -0.19 -0.20 -0.63
H -1.182 0.519 -1.366 -0.28 -0.97 -0.44
H -1.349 -1.603 0.465 -0.32 0.72 0.01
H -0.258 -0.458 1.442 -0.79 -0.06 -0.39
H 0.229 2.050 -0.494 0.04 -0.96 0.26

18.
9
Properties=species:S:1:pos:R:3:forces:R:3 method="wB97M-V/def2-TZVPD" total_energy_ev=-22564.2141 orbital_gap_ev=8.929 e_homo_ev=-8.85
C 0.127 1.217 0.039 1.19 0.53 -1.19
C -0.464 -1.129 0.122 -0.64 1.87 -0.39
N 0.311 -0.005 -0.429 -0.67 -1.23 0.51
S -1.170 1.821 0.701 -1.01 0.83 0.81
I 1.979 2.283 -0.498 -0.38 0.29 0.28
H -1.348 -1.255 -0.476 -0.53 -0.15 -0.25
H 0.105 -2.033 0.060 0.41 -0.34 0.54
H -0.787 -0.689 1.072 -0.01 -1.27 0.39
H 1.248 -0.210 -0.590 1.65 -0.53 -0.70

19.
9
Properties=species:S:1:pos:R:3:forces:R:3 method="wB97M-V/def2-TZVPD" total_energy_ev=-22561.3487 orbital_gap_ev=6.962 e_homo_ev=-8.37
C 0.303 0.012 -0.611 1.79 0.52 -0.61
C 0.799 1.144 -0.136 1.19 0.30 0.24
N -0.995 -0.341 -0.749 -2.13 -1.03 -0.03
S -0.442 -1.674 2.584 -0.23 0.18 -0.22
I -1.970 -0.699 1.212 0.69 -0.21 -0.98
H 1.042 -0.654 -1.056 -0.13 -0.07 0.04
H 1.835 1.362 -0.221 1.14 -0.76 -0.44
H 0.483 1.997 0.389 -2.01 0.56 0.62
H -1.055 -1.147 -1.412 -0.32 0.51 1.38

20.
9
Properties=species:S:1:pos:R:3:forces:R:3 method="wB97M-V/def2-TZVPD" total_energy_ev=-22561.8142 spin_multiplicity=3 s2=2.01 orbital_gap_ev="8.092 / 6.400" e_homo_ev="-7.39 / -9.45"
C 1.878 1.097 0.710 -0.99 -0.76 -0.14
C -0.200 0.179 -0.152 0.53 -0.77 -0.35
N 0.981 0.131 0.653 1.06 -0.78 0.02
S 1.954 2.639 0.329 -0.02 0.32 0.00
I 3.771 -0.173 2.337 0.62 -0.20 0.43
H 0.135 0.505 -1.076 0.08 0.70 -2.27
H -0.814 -0.697 -0.283 0.44 -0.75 0.45
H -0.772 0.887 0.276 -2.40 2.60 1.09
H 1.322 -0.807 0.718 0.68 -0.37 0.76